[1]
The following is a quantum chemistry calculation of a molecular structure, C11H10HgN2O4 at a distorted geometry, from OMol25.

Properties
- DFT total energy (eV) = -26893.009
- orbital gap (eV) = 7.286
- LUMO energy (hartree) = -0.28576
- charge = +2

Atoms and positions in Å:
O  1.4348  -2.9983  0.7897
N  0.1382  0.3102  0.6453
C  0.5861  2.5377  0.8539
C  0.3625  -0.0500  1.9189
H  -0.4140  -1.7077  -3.7775
C  0.9773  -0.5284  -2.5351
C  0.7158  -2.4494  0.0899
H  0.8551  -2.7148  -2.7797
O  -2.2784  -4.0969  -2.0041
C  0.4300  -1.7281  -3.0556
C  0.1753  1.5169  0.0660
H  0.6268  3.4978  0.3918
C  -2.2239  -0.0172  -2.1509
O  -3.0575  0.5565  -2.7249
C  0.7867  0.9474  2.7319
N  1.2495  3.2399  2.9885
H  1.4598  3.1078  3.9631
C  0.8824  2.2441  2.1971
Hg  -0.6369  -1.1167  -1.1179
H  1.3120  4.1931  2.6684
H  0.5856  0.4578  -2.8591
H  0.2014  -1.1116  2.1959
C  -1.7695  -3.1301  -1.6896
C  -2.2165  -1.3008  0.7022
H  1.8560  -0.5598  -1.8598
O  -2.9057  -1.3360  1.6167
H  0.9918  0.6840  3.7382
H  -0.1246  1.5528  -1.0034


[2]
The following is a quantum chemistry calculation of a molecular structure, C6H10Br3OP at a distorted geometry, from OMol25.

Properties
- DFT total energy (eV) = -227842.051
- orbital gap (alpha / beta) (eV) = 5.153 / 5.652
- multiplicity = 3
- LUMO energy (alpha / beta) (hartree) = 0.01169 / -0.11868

Atoms and positions in Å:
Br  2.1241  -1.0197  0.4284
H  1.1442  2.2052  1.6663
H  -0.6579  1.4766  -0.3089
H  2.2283  1.7674  0.2669
H  0.6122  -2.4889  1.9466
C  0.4147  -0.3141  0.0830
H  -0.1256  0.6409  -2.2927
H  0.5615  2.4266  -2.1087
C  1.2877  2.1185  0.5197
H  0.4922  -3.5439  0.7526
Br  -3.3107  -0.6917  -1.9798
C  -0.1500  -2.9736  1.3642
H  1.1939  3.1071  0.1032
H  -0.6806  -3.5713  1.9660
C  0.6446  1.3513  -1.8138
H  1.6003  0.9030  -2.1661
C  0.4535  1.1815  -0.3037
P  -2.8512  -0.7827  0.1897
C  -0.7293  -0.9977  0.2143
Br  -3.1729  1.3908  0.7341
O  -1.0791  -2.1855  0.7386


[3]
The following is a quantum chemistry calculation of a molecular structure, C8H16N5O at a distorted geometry, from OMol25.

Properties
- DFT total energy (eV) = -18041.249
- orbital gap (eV) = 9.033
- LUMO energy (hartree) = -0.13738
- charge = +1

Atoms and positions in Å:
H  -2.2728  -1.4358  1.5062
C  3.2831  0.2702  -0.6835
H  2.5804  0.9883  1.2677
C  -0.1089  -0.2238  0.3921
N  -2.1175  -1.4338  0.5272
C  2.2154  0.8876  0.2048
C  1.7968  -1.5917  -0.2714
N  -2.8930  0.1735  -0.0510
H  -2.1941  3.2838  0.6969
N  -0.7245  -1.4037  0.1681
H  -0.0716  1.7168  0.7067
C  -2.3248  2.6821  -0.2816
H  1.8464  1.8011  -0.1448
O  -3.8871  -0.2774  -0.6112
H  1.5913  -2.3321  0.5024
C  -0.7977  0.9897  0.8172
H  -1.3687  3.0231  -0.7632
H  -3.1825  2.8989  -0.8344
H  3.6853  -1.2504  0.6248
H  3.7642  -1.8563  -0.9673
H  4.3011  0.4839  -0.3182
N  -2.8830  -2.3039  -0.0867
H  -3.6815  -1.6821  -0.3467
H  -0.8774  0.7146  1.9116
C  3.2381  -1.2201  -0.3377
H  1.2566  -1.7903  -1.1769
H  -2.4040  -2.6539  -0.9287
C  -2.1517  1.2513  0.1415
N  1.1797  -0.2432  0.0762
H  3.2025  0.5335  -1.7403


[4]
The following is a quantum chemistry calculation of 2 unconnected molecules or ions with the total composition C3H6N4O at a distorted geometry, from OMol25.

Properties
- DFT total energy (eV) = -11206.872
- orbital gap (eV) = 6.872
- LUMO energy (hartree) = -0.05488

Atoms and positions in Å:
C  1.6263  -0.1937  0.4722
H  0.4797  -1.2911  -2.0118
H  2.6900  -0.3060  -0.0092
H  -1.2953  -0.4008  1.2603
C  -0.9414  0.4545  0.8249
N  -1.0031  0.0133  -1.5941
H  -0.9187  -1.1315  -3.4521
N  0.1284  0.8048  1.8858
H  -1.8390  1.2329  1.2064
N  -0.2605  -0.7024  -2.5764
O  0.5066  -0.9027  -0.2683
C  -0.5793  -0.0400  -0.4858
N  1.4336  0.6157  1.4792
H  -0.0272  1.8471  3.2689


[5]
The following is a quantum chemistry calculation of a molecular structure, C10H22AgNO8S2 at a distorted geometry, from OMol25.

Properties
- DFT total energy (eV) = -54262.213
- orbital gap (eV) = 7.335
- LUMO energy (hartree) = -0.07691

Atoms and positions in Å:
H  -4.2543  1.1117  -1.8728
H  2.7463  -1.1982  1.5950
H  -1.9518  -3.2765  -0.9962
H  -6.5248  0.1492  0.9328
C  -6.0121  0.8438  -1.0341
H  1.9846  1.1738  -0.2182
O  0.3583  -2.7135  0.8173
H  -6.2645  1.9160  -0.9645
C  -3.4850  -0.7391  0.3993
N  0.0736  -1.8903  -1.5639
O  -0.5009  -0.4414  0.4189
O  -4.8754  -0.8470  0.3431
C  3.0830  0.9968  -0.1547
H  4.4954  0.7381  1.4843
S  -0.3517  -1.7936  -0.0862
H  4.1100  -0.9031  -0.0807
O  -2.9402  -1.5321  -0.6136
H  2.3996  -0.1425  3.0290
H  2.0283  2.5312  1.8317
H  3.7156  3.0487  1.9111
H  1.4816  -0.0665  1.5074
C  3.0414  2.2105  2.1391
S  1.3588  -1.2505  -2.1506
C  3.7566  2.1337  -0.9618
O  1.9217  -2.1086  -3.1709
C  3.4089  -0.3812  -0.7618
H  3.9365  -0.2844  -1.7171
C  -1.9968  -2.4817  -0.2393
H  -3.1107  -1.0869  1.3811
H  2.9994  2.0370  3.2202
C  3.4170  0.9296  1.3602
O  1.2895  0.1679  -2.3922
Ag  2.9910  -2.8036  0.8380
H  4.3966  2.7700  -0.3356
H  2.9858  2.7868  -1.4034
C  -5.6044  0.3586  0.3631
H  4.3471  1.7506  -1.8098
C  2.4980  -0.1739  1.9330
H  -2.1710  -2.9401  0.7539
O  -5.0441  0.6172  -2.0486
H  -5.0565  1.1415  0.9162
H  -3.1580  0.3071  0.2508
O  2.3680  -1.3481  -0.8708
H  -6.9129  0.2998  -1.3597


[6]
The following is a quantum chemistry calculation of a molecular structure, C13H23BN6SiTi at a distorted geometry, from OMol25.

Properties
- DFT total energy (eV) = -54462.229
- orbital gap (alpha / beta) (eV) = 6.368 / 7.527
- multiplicity = 3
- LUMO energy (alpha / beta) (hartree) = 0.02620 / -0.02430

Atoms and positions in Å:
C  -1.5042  -2.6557  -1.1603
C  1.8153  0.0762  3.2617
N  -0.3090  2.0231  0.1600
H  4.0123  1.4566  -2.1795
H  -3.4931  0.8219  -0.6499
C  -1.2697  -0.0562  -2.7492
H  3.5395  0.6040  4.5748
H  1.2526  -0.6770  3.8210
C  -3.3782  -0.2717  -0.6204
N  1.5591  -0.1917  -0.8538
H  -0.5020  -2.9738  -1.4824
H  4.1568  2.2853  2.4531
N  2.4158  0.8797  -0.9135
H  -1.2419  1.0407  -2.6970
H  -2.0184  -1.1448  1.8601
C  1.8847  -1.0448  -1.8544
C  0.5147  4.0144  -0.3531
C  -1.2743  -0.4727  1.9897
H  -1.4551  4.9921  -0.6587
H  0.0152  -1.6338  0.5540
C  3.2597  0.7020  -1.9478
H  3.4300  -0.9398  -3.4394
C  2.9882  0.7386  3.6499
H  -2.2556  -2.9860  -1.8879
H  -1.7067  -3.0995  -0.1746
H  1.3053  4.7552  -0.5670
H  -3.6811  -0.6278  0.3724
C  3.2966  1.5921  2.5625
H  -0.3084  -0.4054  -3.1513
B  2.2583  2.0301  0.1674
Ti  0.1006  -0.1288  0.8005
N  2.3699  1.4404  1.6056
H  1.3472  -1.9730  -2.0183
C  2.9640  -0.4985  -2.5760
C  -1.3551  2.8667  -0.0512
H  3.1590  2.8497  0.0296
N  1.4284  0.4895  2.0325
H  -2.0899  -0.3737  -3.4146
Si  -1.6182  -0.7851  -1.0517
C  -0.8547  4.1295  -0.3963
H  -4.0314  -0.7194  -1.3851
H  -0.5932  -0.6914  2.7813
N  0.8432  2.7535  -0.0145
H  -1.5790  0.5330  1.8494
H  -2.3914  2.5328  0.0543